Record 1
98
Properties=species:S:1:pos:R:3:forces:R:3 method="wB97M-V/def2-TZVPD" total_energy_ha=-3339.39995 s_squared=0.758 multiplicity=2 charge=+1 e_above_lowest_kcal_mol=6.5 e_homo_ev="-10.096 / -10.168" lumo_ev="-2.815 / -3.264" largest_force_ev_per_a=3.21 homo_lumo_gap_ev="7.3 / 6.9"
Ru -1.331 0.149 -0.273 -0.835 -3.095 0.062
N -3.369 -3.723 0.470 -0.079 0.082 0.057
C -2.590 -2.652 0.196 -0.007 0.051 0.047
S -3.400 -1.153 -0.033 0.537 1.019 -0.813
N -1.315 -2.879 0.067 0.128 -0.337 0.026
N -0.532 -1.808 -0.192 -0.311 0.380 0.117
C 0.732 -2.038 -0.307 0.360 -0.185 -0.025
C 1.369 -3.373 -0.175 -0.006 0.024 -0.118
C 2.339 -3.747 -1.105 -0.118 -0.020 -0.161
C 2.984 -4.971 -1.007 -0.025 -0.012 -0.051
C 2.667 -5.837 0.027 -0.041 0.043 0.005
C 1.702 -5.472 0.958 0.051 -0.033 -0.002
C 1.049 -4.255 0.856 0.128 0.154 0.218
C 1.549 -0.836 -0.525 0.102 0.033 0.191
C 2.927 -0.808 -0.338 0.109 -0.122 0.029
C 3.598 0.399 -0.389 0.042 -0.067 0.050
C 2.885 1.558 -0.641 0.001 0.017 -0.084
C 1.521 1.453 -0.818 -0.001 -0.079 -0.196
N 0.869 0.289 -0.768 -0.435 0.604 0.315
H -4.292 -3.546 0.827 -0.018 -0.056 -0.025
H -2.902 -4.555 0.792 0.025 -0.001 -0.023
H 2.565 -3.087 -1.936 0.059 -0.007 0.030
H 3.727 -5.249 -1.743 -0.011 0.010 -0.003
H 3.168 -6.793 0.108 0.000 0.007 0.008
H 1.461 -6.142 1.773 -0.021 0.020 -0.002
H 0.322 -3.967 1.601 -0.054 -0.015 -0.029
H 3.449 -1.725 -0.109 0.013 0.026 0.006
H 4.663 0.437 -0.202 -0.001 -0.021 -0.056
H 3.368 2.525 -0.676 -0.030 -0.006 -0.011
H 0.915 2.327 -1.004 -0.023 0.015 0.094
O -2.999 1.973 1.126 -0.059 -0.034 0.053
N -2.610 1.738 -0.167 0.398 0.549 0.419
C -3.101 2.579 -0.981 -0.244 0.116 -0.137
C -3.013 2.573 -2.442 0.174 -0.082 -0.001
C -3.582 3.686 -3.067 -0.015 0.096 0.046
C -3.636 3.793 -4.443 -0.013 0.001 -0.030
C -3.149 2.760 -5.230 0.018 -0.019 0.001
C -2.584 1.650 -4.627 0.053 0.033 0.047
C -2.485 1.547 -3.239 0.011 -0.034 0.083
P -1.641 0.063 -2.583 -0.446 0.222 0.113
C -0.230 -0.017 -3.743 0.072 -0.017 0.099
C 0.660 1.058 -3.727 -0.068 -0.044 -0.054
C 1.720 1.115 -4.613 0.014 -0.009 -0.013
C 1.890 0.104 -5.552 0.017 0.015 0.021
C 0.987 -0.945 -5.605 0.007 -0.031 0.013
C -0.068 -1.012 -4.702 0.043 0.010 0.048
C -2.723 -1.308 -3.079 0.153 -0.085 -0.109
C -2.220 -2.609 -3.028 -0.042 0.070 -0.008
C -3.010 -3.674 -3.426 0.007 -0.012 0.028
C -4.309 -3.450 -3.864 -0.011 -0.010 0.033
C -4.829 -2.164 -3.862 -0.021 0.040 0.026
C -4.041 -1.093 -3.464 0.091 -0.008 -0.116
H -2.653 1.188 1.631 0.105 0.052 -0.007
H -3.707 3.363 -0.535 -0.064 -0.037 -0.015
H -3.981 4.483 -2.451 -0.015 -0.020 -0.013
H -4.063 4.675 -4.901 -0.014 -0.010 0.013
H -3.201 2.820 -6.309 -0.018 -0.012 0.014
H -2.206 0.843 -5.243 0.027 0.036 -0.019
H 0.498 1.866 -3.029 0.016 0.058 -0.070
H 2.412 1.947 -4.580 -0.028 0.014 -0.001
H 2.720 0.144 -6.246 -0.023 0.005 -0.013
H 1.096 -1.716 -6.356 0.006 -0.011 0.023
H -0.766 -1.834 -4.768 0.002 0.002 -0.021
H -1.211 -2.788 -2.674 -0.007 -0.052 -0.023
H -2.613 -4.681 -3.390 0.006 0.013 -0.012
H -4.917 -4.279 -4.200 -0.010 -0.002 0.046
H -5.853 -1.990 -4.165 0.017 -0.011 -0.018
H -4.457 -0.094 -3.452 -0.021 -0.014 -0.049
C 1.063 0.434 7.348 -0.012 -0.029 -0.096
C 1.540 1.621 6.532 0.075 -0.050 0.095
C 3.047 1.816 6.623 -0.012 0.160 -0.018
C 3.401 3.166 6.019 -0.061 -0.075 -0.104
C 2.817 3.287 4.631 0.038 -0.045 0.105
C 3.350 4.182 3.731 0.021 0.042 -0.002
C 2.851 4.255 2.435 0.032 -0.018 0.002
F 3.408 5.133 1.580 -0.029 0.028 0.030
C 1.849 3.439 2.003 -0.055 -0.004 -0.015
C 1.306 2.503 2.889 -0.096 -0.037 -0.074
C 0.289 1.561 2.396 -0.038 0.180 0.098
O -0.104 1.632 1.211 0.087 0.470 -0.087
C -0.150 0.602 3.340 0.073 -0.142 -0.138
C 0.296 0.649 4.632 -0.015 0.060 0.043
N 1.181 1.535 5.096 0.073 -0.016 0.000
C 1.764 2.445 4.211 0.008 0.059 -0.008
C -1.071 -0.515 2.959 -0.042 0.007 0.007
O -1.103 -1.516 3.658 -0.063 -0.011 -0.074
O -1.806 -0.318 1.908 0.336 0.288 0.129
H 1.449 0.548 8.360 -0.020 0.005 0.008
H 1.442 -0.507 6.946 -0.004 0.005 0.021
H -0.023 0.382 7.414 0.010 -0.030 -0.007
H 1.059 2.527 6.917 -0.033 -0.004 -0.001
H 3.550 1.012 6.079 -0.009 -0.043 0.062
H 3.356 1.768 7.666 0.009 -0.008 -0.009
H 4.482 3.303 5.968 -0.003 0.026 0.002
H 3.006 3.963 6.656 0.020 0.013 -0.001
H 4.168 4.829 4.022 -0.002 -0.015 -0.015
H 1.465 3.501 0.997 0.000 0.011 0.003
H -0.105 -0.072 5.328 0.054 -0.037 -0.014

---

Record 2
94
Properties=species:S:1:pos:R:3:forces:R:3 method="wB97M-V/def2-TZVPD" total_energy_ha=-2720.25615 s_squared=8.858 multiplicity=6 charge=+2 e_above_lowest_kcal_mol=33.3 e_homo_ev="-12.216 / -13.325" lumo_ev="-6.059 / -8.114" largest_force_ev_per_a=1.62 homo_lumo_gap_ev="6.2 / 5.2"
Ir 0.271 0.286 -0.027 0.762 0.054 -0.114
C -7.185 -3.934 -4.331 -0.480 0.026 -0.256
O -5.899 -3.922 -3.736 0.354 -0.062 0.277
C -4.829 -3.559 -4.432 0.436 0.112 -0.231
C -4.844 -3.014 -5.727 -0.425 -0.147 0.287
C -3.666 -2.733 -6.368 0.537 -0.012 0.100
C -2.430 -2.922 -5.720 -0.933 -0.236 1.146
C -2.414 -3.443 -4.404 -0.067 0.030 -0.221
C -3.588 -3.765 -3.790 -0.291 0.015 0.037
N -1.298 -2.676 -6.401 0.520 0.518 -1.450
N -0.146 -2.539 -6.016 0.395 -0.593 -0.229
C 0.400 -1.934 -4.970 -0.206 0.482 0.401
C 1.680 -2.344 -4.536 0.033 -0.069 0.243
C 2.183 -1.954 -3.328 0.114 -0.023 0.026
C 1.446 -1.102 -2.463 0.062 -0.188 0.140
O 1.763 -0.875 -1.265 -0.097 0.059 0.148
C 0.274 -0.456 -3.032 -0.559 0.088 -0.636
N -0.257 0.553 -2.316 0.050 -0.087 0.086
C -1.225 1.277 -2.844 -0.020 0.076 -0.046
C -1.747 1.021 -4.113 0.123 -0.197 -0.127
C -1.273 -0.056 -4.829 -0.034 0.181 0.183
C -0.241 -0.834 -4.287 0.157 0.164 0.455
H -7.846 -4.367 -3.581 0.059 0.089 -0.150
H -7.203 -4.550 -5.234 0.074 -0.010 0.083
H -7.520 -2.924 -4.580 0.038 -0.011 0.067
H -5.779 -2.829 -6.229 -0.104 -0.034 -0.078
H -3.664 -2.347 -7.373 -0.008 0.047 -0.202
H -1.473 -3.640 -3.910 0.086 -0.015 0.042
H -3.603 -4.213 -2.810 0.014 -0.095 0.149
H 2.214 -3.054 -5.147 0.070 -0.090 -0.092
H 3.133 -2.322 -2.976 0.107 -0.098 0.050
H -1.583 2.108 -2.256 -0.096 0.055 0.077
H -2.501 1.671 -4.527 -0.078 0.065 -0.004
H -1.648 -0.260 -5.822 -0.058 -0.019 -0.008
C 1.298 2.047 2.456 0.810 0.235 0.681
N 0.289 1.891 1.450 -1.131 -0.808 -0.701
C -0.841 2.525 1.578 0.455 0.530 0.508
C -1.973 2.071 0.887 0.012 -0.914 -0.527
C -3.326 2.499 0.884 -1.031 -0.267 -0.351
C -4.030 1.538 0.197 -0.207 1.313 0.718
C -3.092 0.559 -0.205 0.835 -0.319 0.031
N -1.871 0.877 0.198 0.669 0.134 0.251
C 2.734 2.084 1.990 0.063 0.084 -0.106
C 3.545 0.959 2.108 -0.116 0.067 0.053
C 4.903 1.050 1.860 0.095 0.141 -0.006
C 5.467 2.269 1.511 -0.104 -0.058 -0.009
C 4.658 3.385 1.348 0.047 -0.054 -0.063
C 3.297 3.292 1.581 -0.064 -0.236 0.006
H 1.190 1.167 3.107 -0.100 0.114 -0.083
H 1.097 2.943 3.056 -0.095 -0.112 -0.046
H -0.940 3.342 2.293 0.049 -0.044 -0.047
H -3.705 3.387 1.349 -0.124 0.193 0.097
H -5.084 1.506 0.008 -0.240 0.049 -0.037
H -3.294 -0.346 -0.745 0.035 -0.237 -0.165
H 3.117 0.023 2.436 -0.063 -0.057 0.008
H 5.530 0.179 1.976 0.067 -0.078 0.034
H 6.536 2.354 1.391 0.091 -0.004 -0.115
H 5.093 4.328 1.054 0.021 0.079 0.008
H 2.671 4.164 1.470 -0.076 0.179 0.047
O 1.006 -1.017 1.730 -0.051 1.049 -0.770
P 0.812 -2.426 2.215 -0.167 -0.960 0.526
C 0.772 -2.396 4.026 -0.003 -0.206 -0.816
C 1.857 -2.844 4.768 -0.030 -0.034 -0.076
C 1.848 -2.688 6.143 0.055 0.039 0.064
C 0.762 -2.099 6.769 0.037 -0.035 -0.037
C -0.316 -1.644 6.021 -0.100 0.102 -0.014
C -0.310 -1.780 4.646 -0.032 -0.030 -0.011
C -0.755 -3.086 1.568 0.484 0.221 0.261
C -1.484 -4.072 2.218 0.053 0.100 0.034
C -2.633 -4.574 1.632 -0.066 -0.108 0.021
C -3.046 -4.107 0.395 0.006 0.039 -0.065
C -2.324 -3.115 -0.251 0.003 0.040 -0.055
C -1.181 -2.609 0.337 0.182 0.261 -0.084
C 2.119 -3.558 1.686 -0.433 0.442 0.225
C 2.046 -4.907 2.022 0.031 0.041 -0.022
C 3.119 -5.737 1.751 -0.060 -0.015 0.044
C 4.257 -5.215 1.150 0.047 0.020 -0.041
C 4.307 -3.881 0.777 0.067 0.013 -0.038
C 3.236 -3.045 1.040 -0.059 0.051 0.071
H 2.699 -3.304 4.270 0.072 -0.044 0.033
H 2.699 -3.016 6.719 0.064 -0.076 0.120
H 0.754 -1.991 7.843 0.000 0.024 0.097
H -1.156 -1.174 6.510 -0.073 0.021 0.075
H -1.133 -1.413 4.043 -0.081 -0.006 0.075
H -1.160 -4.425 3.185 -0.021 -0.094 0.144
H -3.208 -5.328 2.143 -0.065 -0.118 0.048
H -3.930 -4.514 -0.070 -0.161 -0.058 -0.005
H -2.645 -2.739 -1.212 -0.053 0.003 -0.115
H -0.608 -1.813 -0.157 -0.250 -0.560 0.007
H 1.160 -5.295 2.502 -0.051 -0.117 0.086
H 3.079 -6.781 2.022 -0.005 -0.055 0.015
H 5.110 -5.853 0.979 0.055 -0.069 -0.070
H 5.188 -3.484 0.296 0.092 0.000 -0.048
H 3.252 -2.002 0.759 0.081 0.113 -0.021